Below is a molecular structure, C37H45F6N10O3SbTeTi, with properties calculated with ωB97M-V with the def2-TZVPD basis set.

highest occupied orbital energy (alpha / beta) = -10.5 / -11.0 eV
calculated total energy = -113395.73725 eV
relative energy (zero: lowest compared OMol25 entry of this formula, charge and spin) = 61.1 kcal/mol
multiplicity = 2
charge = +1
Kohn-Sham gap (alpha / beta) = 7.1 / 6.6 eV

Structure (XYZ):
```
104
Properties=species:S:1:pos:R:3:forces:R:3:mulliken_charge:R:1
Ti 0.1615 -1.9207 -0.3787 0.1 -0.4 0.0 -0.533
O 0.6828 -5.9129 -0.1582 0.2 -0.1 0.0 -0.674
C 0.3043 -4.7722 -0.0770 -0.1 0.2 -0.1 0.216
O 0.8192 -3.7563 -0.7316 -0.2 -0.5 0.0 -0.248
C -0.9276 -4.3960 0.7028 0.0 0.0 -0.1 0.900
C -1.4086 -5.1945 1.7470 -0.1 -0.1 0.0 -1.118
C -2.5568 -4.8034 2.3645 -0.1 0.0 0.1 -0.794
C -3.2522 -3.6576 1.9057 0.0 -0.1 0.1 1.211
C -4.4756 -3.2281 2.4753 0.0 0.0 0.0 -0.896
C -5.1094 -2.1174 2.0001 0.0 0.0 0.0 -0.739
C -4.5548 -1.3860 0.9246 -0.1 0.0 0.1 -0.366
C -3.3783 -1.7767 0.3571 0.1 -0.1 0.0 -0.222
C -2.6991 -2.9148 0.8450 0.0 0.1 -0.1 -0.109
N -1.5095 -3.2945 0.2810 0.2 0.0 0.3 0.111
H -0.8439 -6.0674 2.0406 0.0 0.0 0.0 0.543
H -2.9536 -5.3642 3.2028 0.0 0.0 0.0 0.476
H -4.9015 -3.8034 3.2887 0.0 0.0 0.0 0.430
H -6.0478 -1.7985 2.4350 0.0 0.0 0.0 0.444
H -5.0696 -0.5077 0.5556 0.0 0.0 0.0 0.381
H -2.9476 -1.2429 -0.4770 0.0 0.0 0.0 0.454
N 1.4142 -5.2210 -3.2515 -0.1 0.0 0.2 -0.276
C 0.5290 -4.9185 -4.2029 0.0 0.0 0.1 0.522
N 0.4920 -5.6514 -5.3201 0.0 0.0 0.0 -0.372
N -0.3187 -3.9031 -4.1316 -0.1 0.1 -0.3 -0.862
C -0.4738 -3.1272 -3.1273 -0.2 0.0 -0.1 0.805
N -0.7477 -2.3670 -2.2843 0.3 -0.3 0.1 0.092
H 1.9004 -6.1016 -3.2729 0.0 0.0 0.0 0.262
H 1.3231 -4.7764 -2.3393 0.1 0.0 0.0 0.091
H 1.0884 -6.4468 -5.4540 0.0 0.0 0.0 0.190
H -0.1720 -5.4076 -6.0331 0.0 0.0 0.0 0.241
C -1.9500 0.3647 -2.8528 0.0 -0.1 -0.1 -1.834
C -1.3446 0.6483 -1.5183 0.3 0.1 0.1 0.431
O -1.5287 1.7979 -0.9949 -0.1 -0.2 -0.3 -0.562
N -0.5952 -0.2168 -0.8635 -0.5 0.2 -0.2 1.690
Te -0.5022 1.3894 0.9504 0.2 0.9 0.6 1.548
C 0.6216 3.1803 0.8204 -0.1 -0.1 -0.2 0.631
C 0.6616 4.0786 1.9007 0.0 0.0 0.0 0.717
C 0.0286 3.9051 3.2642 0.1 0.0 -0.1 -1.665
C 1.3816 5.2545 1.7154 0.0 0.1 0.0 -0.632
C 2.0436 5.5632 0.5351 0.0 0.0 0.0 0.342
C 2.7749 6.8680 0.3789 -0.1 0.0 0.0 -1.693
C 2.0011 4.6355 -0.4925 0.1 0.0 0.0 -0.559
C 1.3096 3.4371 -0.3702 0.0 -0.1 -0.1 0.759
C 1.3681 2.4883 -1.5387 -0.1 0.0 0.0 -0.499
C -2.3514 2.1436 1.7716 0.0 -0.2 -0.2 0.003
C -2.9802 1.3274 2.7219 0.1 0.0 0.1 1.109
C -2.3560 0.0940 3.3305 0.0 0.1 -0.1 -1.461
C -4.2390 1.7051 3.1832 0.0 0.0 0.0 -0.844
C -4.8774 2.8465 2.7271 -0.1 0.0 0.0 0.418
C -6.2483 3.2287 3.2179 0.1 0.0 0.0 -1.667
C -4.2147 3.6367 1.7970 -0.1 0.1 0.0 -0.877
C -2.9576 3.3217 1.2958 0.0 0.0 0.0 1.233
C -2.3496 4.3210 0.3392 0.1 -0.1 0.1 -1.609
H -2.6819 1.1329 -3.0851 0.0 0.0 0.0 0.445
H -2.3974 -0.6261 -2.8685 0.0 0.0 0.0 0.300
H -1.1516 0.3733 -3.5978 0.0 0.0 0.0 0.331
H 0.7359 3.4217 3.9391 0.0 0.0 0.0 0.316
H -0.8722 3.3027 3.2624 0.0 0.0 0.0 0.165
H -0.2144 4.8851 3.6723 0.0 0.0 0.0 0.494
H 1.4212 5.9590 2.5404 0.0 0.0 0.0 0.453
H 3.1848 7.2050 1.3304 0.0 0.0 0.0 0.399
H 2.0942 7.6440 0.0219 0.0 0.0 0.0 0.306
H 3.5882 6.7842 -0.3407 0.0 0.0 0.0 0.381
H 2.5315 4.8348 -1.4185 0.0 0.0 0.0 0.447
H 2.3492 2.5399 -2.0094 0.0 0.0 0.0 0.577
H 0.6287 2.7518 -2.2983 0.0 0.0 0.0 0.381
H 1.2104 1.4545 -1.2424 0.0 0.0 0.0 -1.137
H -1.9546 -0.5846 2.5787 0.0 0.0 0.0 -0.131
H -3.0996 -0.4577 3.9022 0.0 0.0 0.0 0.469
H -1.5393 0.3669 3.9988 0.0 0.0 0.0 0.278
H -4.7245 1.0812 3.9263 0.0 0.0 0.0 0.352
H -6.6218 2.5133 3.9493 0.0 0.0 0.0 0.368
H -6.9564 3.2719 2.3880 0.0 0.0 0.0 0.363
H -6.2342 4.2161 3.6825 0.0 0.0 0.0 0.361
H -4.6933 4.5440 1.4414 0.0 0.0 0.0 0.504
H -3.1435 4.8995 -0.1309 0.0 0.0 0.0 0.508
H -1.7555 3.8683 -0.4462 0.0 0.0 0.0 0.067
H -1.7087 5.0195 0.8810 0.0 0.0 0.0 0.284
C 5.9598 -1.2567 -3.9639 0.1 0.0 0.0 -1.383
C 6.1608 -1.0031 -2.4720 -0.1 -0.1 0.0 0.728
C 6.1600 -2.3089 -1.6804 0.0 0.0 0.1 -1.398
C 5.1359 -0.0014 -1.9397 0.0 -0.1 -0.1 -1.397
N 3.7583 -0.5074 -1.9829 0.2 0.3 -0.2 1.105
C 3.1274 -1.2967 -1.1359 0.0 -0.4 -0.1 -1.294
N 1.8995 -1.4652 -1.5815 -0.1 0.8 -0.2 1.222
N 1.7870 -0.7068 -2.7112 0.2 -0.3 0.2 -0.115
N 2.8981 -0.1437 -2.9597 0.0 -0.1 0.1 -0.880
H 6.6956 -1.9731 -4.3319 0.0 0.0 0.0 0.421
H 6.0667 -0.3379 -4.5435 0.0 0.0 0.0 0.364
H 4.9666 -1.6672 -4.1629 0.0 0.0 0.0 0.252
H 7.1282 -0.5158 -2.3253 0.0 0.0 0.0 0.340
H 5.2695 -2.9055 -1.8983 0.0 0.0 0.0 0.265
H 6.2048 -2.1345 -0.6018 0.0 0.0 0.0 0.369
H 7.0254 -2.9133 -1.9511 0.0 0.0 0.0 0.438
H 5.1331 0.9023 -2.5456 0.0 0.0 0.0 0.415
H 5.3446 0.2726 -0.9065 0.0 0.0 0.0 0.453
H 3.5533 -1.7490 -0.2584 0.0 0.1 0.0 0.812
F -0.3278 -1.4398 1.3453 -0.1 0.0 0.3 -0.521
Sb 1.8155 -1.3501 2.6835 -0.1 0.5 -0.1 1.418
F 3.5436 -2.1320 2.8707 0.4 0.0 0.0 -0.602
F 1.6291 0.1394 0.7235 0.1 -0.2 0.1 -0.714
F 0.9247 -2.8986 3.3447 -0.2 -0.3 0.2 -0.612
F 0.2259 1.1837 2.7405 0.0 -0.1 0.3 -0.608
F 1.8561 -2.3752 0.9621 -0.2 0.2 -0.3 -0.494
```
Forces are in eV/Å.